(1)
A molecular structure, C4H7NO2. Source: the OMol25 dataset; level of theory: the ωB97M-V functional and the def2-TZVPD basis.

total energy: -9840.970 eV
strongest force on any atom: 0.5 eV/A
E_HOMO: -0.3686 Ha
ΔE to the lowest compared entry with this formula, charge and spin: 145.5 kcal per mole
orbital gap: 9.916 eV
charge: 0
LUMO level: -0.0042 Eh

Last column: natural (NBO) charge in e.
Positions of all 14 atoms, in Å:
O (0.109, 0.810, 2.225)  -0.44
O (0.056, 0.043, -1.390)  -0.46
N (1.040, 1.786, 1.071)  -0.11
C (0.308, 0.766, 0.949)  0.47
C (0.786, -1.004, -0.773)  -0.08
C (-0.211, -0.223, -0.026)  0.12
C (-1.574, -0.755, 0.324)  -0.62
H (1.299, 1.773, -1.214)  0.02
H (-1.574, -1.158, 1.340)  0.24
H (-1.851, -1.542, -0.381)  0.23
H (-2.317, 0.046, 0.268)  0.23
H (1.657, 2.274, -0.790)  0.01
H (0.519, -2.010, -1.093)  0.20
H (1.848, -0.809, -0.623)  0.20

***

(2)
A single C4H7NO2 molecule. Source: the OMol25 dataset; level of theory: the ωB97M-V functional and the def2-TZVPD basis.

total energy: -9846.075 eV
strongest force on any atom: 0.4 eV/A
E_HOMO: -0.3417 Ha
ΔE to the lowest compared entry with this formula, charge and spin: 27.8 kcal per mole
orbital gap: 10.057 eV
SMILES: CO/C=C/C(N)=O
charge: 0
LUMO level: 0.0279 Eh

Last column: natural (NBO) charge in e.
Positions of all 14 atoms, in Å:
O (0.711, -0.335, 1.980)  -0.48
O (-1.291, -1.954, -1.321)  -0.63
N (-0.634, -0.172, -2.574)  -0.82
C (0.215, -0.904, 0.869)  0.25
C (0.082, -0.293, -0.312)  -0.47
C (0.687, 1.085, 1.990)  -0.26
C (-0.668, -0.908, -1.418)  0.64
H (-0.078, -1.940, 1.020)  0.21
H (-1.255, -0.441, -3.320)  0.40
H (1.222, 1.526, 1.145)  0.17
H (-0.230, 0.750, -2.594)  0.39
H (0.494, 0.695, -0.459)  0.20
H (1.172, 1.399, 2.909)  0.20
H (-0.350, 1.437, 1.960)  0.19

***

(3)
A single C4H7NO2 molecule. Source: the OMol25 dataset; level of theory: the ωB97M-V functional and the def2-TZVPD basis.

total energy: -9845.350 eV
strongest force on any atom: 0.6 eV/A
E_HOMO: -0.3453 Ha
ΔE to the lowest compared entry with this formula, charge and spin: 44.5 kcal per mole
orbital gap: 10.105 eV
SMILES: CNC(C=O)C=O
charge: 0
LUMO level: 0.0261 Eh

Last column: natural (NBO) charge in e.
Positions of all 14 atoms, in Å:
O (1.869, 0.845, 1.107)  -0.52
O (-0.013, -2.506, 0.265)  -0.51
N (-0.287, 0.851, -0.715)  -0.61
C (1.607, -0.203, 0.566)  0.43
C (-1.256, 1.049, 0.364)  -0.42
C (-0.280, -1.561, -0.435)  0.44
C (0.567, -0.301, -0.544)  -0.28
H (-1.728, 0.092, 0.615)  0.19
H (1.148, -0.439, -1.475)  0.24
H (0.297, 1.679, -0.786)  0.38
H (-0.826, 1.462, 1.286)  0.19
H (2.140, -1.140, 0.816)  0.14
H (-2.052, 1.710, 0.011)  0.21
H (-1.187, -1.538, -1.075)  0.13

***

(4)
A single C4H7NO2 molecule. Source: the OMol25 dataset; level of theory: the ωB97M-V functional and the def2-TZVPD basis.

total energy: -9846.157 eV
strongest force on any atom: 0.4 eV/A
E_HOMO: -0.3627 Ha
ΔE to the lowest compared entry with this formula, charge and spin: 25.9 kcal per mole
orbital gap: 10.751 eV
SMILES: CO/C=N/C(C)=O
charge: 0
LUMO level: 0.0324 Eh

Last column: natural (NBO) charge in e.
Positions of all 14 atoms, in Å:
O (-1.564, 1.963, 0.128)  -0.56
O (-0.232, -1.768, -1.171)  -0.48
N (-0.032, 0.279, -0.161)  -0.57
C (1.001, -1.520, -1.845)  -0.27
C (-0.667, 1.290, 0.582)  0.68
C (-0.112, 1.470, 1.974)  -0.72
C (-0.681, -0.780, -0.406)  0.45
H (0.981, 1.459, 1.966)  0.24
H (0.907, -0.638, -2.484)  0.20
H (1.810, -1.355, -1.127)  0.19
H (-0.488, 2.399, 2.405)  0.24
H (1.193, -2.411, -2.443)  0.20
H (-1.674, -1.016, -0.013)  0.17
H (-0.442, 0.628, 2.594)  0.23

***

(5)
A molecular structure, C4H7NO2. Source: the OMol25 dataset; level of theory: the ωB97M-V functional and the def2-TZVPD basis.

total energy: -9842.181 eV
strongest force on any atom: 0.4 eV/A
E_HOMO: -0.3558 Ha
ΔE to the lowest compared entry with this formula, charge and spin: 117.6 kcal per mole
orbital gap: 10.299 eV
charge: 0
LUMO level: 0.0227 Eh

Last column: natural (NBO) charge in e.
Positions of all 14 atoms, in Å:
O (1.912, -0.397, -1.461)  -0.74
O (-2.775, -0.399, 0.509)  -0.59
N (-0.596, 0.210, 0.348)  -0.44
C (-0.050, -1.113, 0.162)  -0.43
C (0.481, 1.094, -0.061)  -0.27
C (1.479, -0.066, -0.262)  0.25
C (-1.929, 0.466, 0.414)  0.54
H (-0.649, -1.717, -0.540)  0.25
H (0.304, 1.603, -1.014)  0.22
H (0.789, 1.813, 0.707)  0.21
H (-2.159, 1.548, 0.379)  0.12
H (0.944, -1.090, -0.874)  0.51
H (2.118, -0.271, 0.615)  0.17
H (0.133, -1.681, 1.077)  0.22

***

(6)
A single C4H7NO2 molecule. Source: the OMol25 dataset; level of theory: the ωB97M-V functional and the def2-TZVPD basis.

total energy: -9843.893 eV
strongest force on any atom: 0.5 eV/A
E_HOMO: -0.3017 Ha
ΔE to the lowest compared entry with this formula, charge and spin: 78.1 kcal per mole
orbital gap: 8.741 eV
charge: 0
LUMO level: 0.0195 Eh

Last column: natural (NBO) charge in e.
Positions of all 14 atoms, in Å:
O (-0.370, 0.838, 1.339)  -0.47
O (-0.031, -0.214, -1.801)  -0.80
N (-2.145, 0.193, -0.010)  -0.74
C (0.651, 1.181, 0.333)  -0.14
C (0.255, -0.217, -0.563)  0.29
C (-0.895, 0.097, 0.370)  0.61
C (1.223, -1.282, -0.009)  -0.65
H (-2.294, -0.121, -0.969)  0.45
H (1.646, 1.227, 0.775)  0.20
H (1.305, -1.271, 1.084)  0.20
H (0.889, -2.269, -0.334)  0.22
H (-2.781, 0.853, 0.415)  0.41
H (0.337, 2.085, -0.190)  0.19
H (2.210, -1.101, -0.442)  0.22

***

(7)
A single C4H7NO2 molecule. Source: the OMol25 dataset; level of theory: the ωB97M-V functional and the def2-TZVPD basis.

total energy: -9840.458 eV
strongest force on any atom: 6.7 eV/A
E_HOMO: -0.3591 Ha
ΔE to the lowest compared entry with this formula, charge and spin: 157.3 kcal per mole
orbital gap: 10.264 eV
SMILES: C1=NOCCOC1
charge: 0
LUMO level: 0.0181 Eh

Last column: natural (NBO) charge in e.
Positions of all 14 atoms, in Å:
O (-0.158, -1.241, 0.463)  -0.54
O (0.260, 0.331, -1.623)  -0.39
N (-0.215, 1.417, -0.868)  -0.13
C (-1.210, 0.956, -0.041)  0.05
C (0.884, -0.302, 0.625)  -0.13
C (-1.456, -0.537, 0.337)  -0.20
C (1.315, 0.030, -0.713)  -0.14
H (-1.833, -0.809, -0.784)  0.23
H (1.979, 0.979, -0.836)  0.20
H (1.993, -0.914, -0.959)  0.21
H (1.585, -0.904, 1.371)  0.21
H (0.714, 0.573, 1.209)  0.18
H (-2.049, -1.107, 1.250)  0.25
H (-1.810, 1.530, 0.567)  0.19

***

(8)
A single C4H7NO2 molecule. Source: the OMol25 dataset; level of theory: the ωB97M-V functional and the def2-TZVPD basis.

total energy: -9845.889 eV
strongest force on any atom: 0.5 eV/A
E_HOMO: -0.3401 Ha
ΔE to the lowest compared entry with this formula, charge and spin: 32.1 kcal per mole
orbital gap: 10.147 eV
SMILES: O=C1CNC[C@@H]1O
charge: 0
LUMO level: 0.0328 Eh

Last column: natural (NBO) charge in e.
Positions of all 14 atoms, in Å:
O (-1.835, -0.908, 0.357)  -0.70
O (-1.224, 1.971, -0.019)  -0.52
N (1.363, -0.247, -0.676)  -0.62
C (0.555, -1.134, 0.169)  -0.24
C (0.527, 0.789, -1.257)  -0.34
C (-0.606, -0.271, 0.662)  -0.02
C (-0.514, 1.008, -0.178)  0.59
H (-0.539, -0.029, 1.732)  0.19
H (1.168, -1.503, 0.997)  0.20
H (-2.536, -0.266, 0.540)  0.48
H (1.093, 1.703, -1.456)  0.22
H (1.919, -0.752, -1.352)  0.37
H (0.131, -1.997, -0.363)  0.19
H (-0.017, 0.515, -2.181)  0.20

***

(9)
A molecular structure, C4H7NO2. Source: the OMol25 dataset; level of theory: the ωB97M-V functional and the def2-TZVPD basis.

total energy: -9845.233 eV
strongest force on any atom: 0.6 eV/A
E_HOMO: -0.3584 Ha
ΔE to the lowest compared entry with this formula, charge and spin: 47.2 kcal per mole
orbital gap: 10.572 eV
charge: 0
LUMO level: 0.0302 Eh

Last column: natural (NBO) charge in e.
Positions of all 14 atoms, in Å:
O (0.581, 0.844, -1.991)  -0.58
O (0.132, 1.859, 0.231)  -0.56
N (-0.675, -0.104, 0.072)  -0.49
C (-0.779, 1.047, 0.633)  0.47
C (1.975, 0.117, -0.142)  -0.70
C (-1.544, -1.244, 0.210)  -0.41
C (0.748, 0.643, -0.832)  0.79
H (-0.994, -2.104, 0.609)  0.20
H (-1.951, -1.525, -0.766)  0.21
H (1.832, 0.029, 0.934)  0.23
H (-2.379, -1.018, 0.885)  0.20
H (2.801, 0.803, -0.349)  0.24
H (-1.525, 1.353, 1.373)  0.17
H (2.214, -0.861, -0.570)  0.23

***

(10)
A molecular structure, C4H7NO2. Source: the OMol25 dataset; level of theory: the ωB97M-V functional and the def2-TZVPD basis.

total energy: -9842.703 eV
strongest force on any atom: 2.3 eV/A
E_HOMO: -0.3049 Ha
ΔE to the lowest compared entry with this formula, charge and spin: 105.5 kcal per mole
orbital gap: 8.886 eV
charge: 0
LUMO level: 0.0217 Eh

Last column: natural (NBO) charge in e.
Positions of all 14 atoms, in Å:
O (1.262, -0.157, 0.944)  -0.72
O (-0.399, -1.585, 0.352)  -0.51
N (-1.006, 0.681, 0.903)  -0.65
C (-0.503, -0.483, 1.202)  0.46
C (0.598, 0.229, -0.691)  0.13
C (-0.371, 1.281, -0.264)  -0.30
C (-0.151, -1.087, -0.945)  -0.13
H (-1.119, 1.574, -1.016)  0.22
H (-0.584, -0.839, 2.223)  0.19
H (0.194, 2.200, -0.029)  0.19
H (1.324, 0.621, 1.543)  0.49
H (-1.123, -0.924, -1.451)  0.20
H (1.485, 0.437, -1.284)  0.22
H (0.423, -1.816, -1.523)  0.20